# 1
Molecular formula: C46H42Cl3GeMoN3O5P2S6
Method: DFT, wB97M-V/def2-TZVPD

Last column: Mulliken spin population.
Atoms and positions in Å:
1 Mo 0.051586 0.331714 0.950696  -0.0087
2 S -0.391394 -0.602045 -1.423584  -0.0014
3 P -1.829794 0.836313 -1.571464  0.0004
4 C -1.682598 1.125307 0.184639  -0.0066
5 P -3.015001 0.903294 1.318745  0.0002
6 S -1.751986 0.528042 2.854765  0.0023
7 C -3.951185 -0.556903 0.886508  -0.0005
8 C -3.308347 -1.789936 0.802342  0.0007
9 C -4.028427 -2.920923 0.465744  0.0002
10 C -5.392244 -2.820359 0.207578  -0.0001
11 C -6.033453 -1.592795 0.284756  0.0001
12 C -5.317110 -0.452150 0.623393  0.0000
13 C -4.102490 2.259847 1.639114  0.0002
14 C -4.142871 3.387758 0.822616  -0.0002
15 C -4.995021 4.432704 1.150504  0.0000
16 C -5.790302 4.344744 2.284621  0.0000
17 C -5.741532 3.218072 3.102074  0.0001
18 C -4.894396 2.169275 2.786441  -0.0001
19 C -1.415938 2.248913 -2.566542  0.0004
20 C -1.142957 2.010262 -3.914641  0.0000
21 C -0.848307 3.080930 -4.743396  0.0000
22 C -0.837182 4.373445 -4.230284  0.0000
23 C -1.124402 4.607181 -2.891202  0.0001
24 C -1.412385 3.542600 -2.051280  -0.0007
25 C -3.374796 0.241106 -2.218847  0.0001
26 C -3.527718 -1.076893 -2.636595  -0.0002
27 C -4.719807 -1.459882 -3.240084  0.0000
28 C -5.745383 -0.539051 -3.405676  0.0000
29 C -5.590786 0.778922 -2.982755  0.0000
30 C -4.402229 1.176456 -2.397702  -0.0001
31 H -2.254012 -1.867436 1.010143  -0.0006
32 H -3.532252 -3.882167 0.404781  0.0001
33 H -5.957417 -3.707041 -0.053543  0.0000
34 H -7.095646 -1.520084 0.087759  0.0000
35 H -5.818901 0.505448 0.688222  0.0000
36 H -3.518409 3.455698 -0.061632  -0.0003
37 H -5.038848 5.314224 0.522660  0.0000
38 H -6.454128 5.162019 2.537651  0.0000
39 H -6.363760 3.160900 3.985742  0.0000
40 H -4.849284 1.292324 3.424238  0.0000
41 H -1.164978 1.001873 -4.313532  0.0000
42 H -0.635278 2.909667 -5.790843  0.0000
43 H -0.606453 5.206564 -4.882385  0.0000
44 H -1.118256 5.617570 -2.502681  0.0000
45 H -1.615308 3.718157 -1.000579  0.0001
46 H -2.725898 -1.793889 -2.507318  0.0000
47 H -4.843817 -2.478007 -3.587750  0.0000
48 H -6.671557 -0.845313 -3.878457  0.0000
49 H -6.387533 1.496532 -3.133195  0.0000
50 H -4.261587 2.214650 -2.111281  0.0000
51 C 6.651508 1.371636 -5.534997  0.0000
52 C 5.722223 0.184117 -5.291168  0.0000
53 S 5.085954 0.215418 -3.629476  0.0000
54 O 6.056406 0.829814 -2.746202  0.0000
55 O 3.734396 0.744581 -3.638423  0.0000
56 C 4.949624 -1.498227 -3.126271  0.0001
57 C 5.049041 -1.627043 -1.606358  0.0006
58 N 3.728803 -1.530769 -0.939873  -0.0010
59 C 3.196734 -0.414633 -0.398323  0.0005
60 N 1.995996 -0.690069 0.132760  -0.0013
61 C 1.791057 -2.043501 -0.034942  0.0023
62 C 2.840838 -2.552324 -0.695187  -0.0009
63 N 3.000824 -3.927431 -1.096046  -0.0001
64 O 2.269893 -4.723787 -0.543294  0.0000
65 O 3.824723 -4.180459 -1.952004  0.0000
66 C 3.922931 0.881475 -0.350739  0.0015
67 H 7.006264 1.331059 -6.562051  0.0000
68 H 7.511078 1.340651 -4.871080  0.0000
69 H 6.134887 2.319186 -5.391751  0.0000
70 H 6.242650 -0.768550 -5.403704  0.0000
71 H 4.838459 0.200460 -5.927589  0.0000
72 H 5.760579 -2.060574 -3.590147  0.0000
73 H 3.994933 -1.851400 -3.511391  0.0000
74 H 5.677657 -0.841366 -1.197895  0.0000
75 H 5.488485 -2.582730 -1.357979  0.0000
76 H 0.925175 -2.580032 0.311902  -0.0027
77 H 4.984298 0.718393 -0.164333  -0.0001
78 H 3.523959 1.502399 0.439385  -0.0003
79 H 3.850689 1.400878 -1.306073  0.0001
80 O 0.621644 -0.761442 2.292374  0.0265
81 C 1.358196 -1.431870 3.361261  -0.0478
82 C 2.812500 -1.520196 2.999872  0.0570
83 C 3.515497 -2.571393 2.488497  -0.0043
84 C 4.876988 -2.239483 2.238998  0.0163
85 C 5.173368 -0.950521 2.575962  0.0103
86 S 3.813558 -0.126966 3.186765  0.0100
87 C 1.244098 -0.658040 4.657397  0.3285
88 C 0.748863 0.619843 4.912528  -0.0434
89 C 0.884127 0.984377 6.234122  0.2504
90 C 1.494049 -0.042956 7.018541  0.2596
91 S 1.872902 -1.396029 6.143633  0.0219
92 C 0.716020 -2.787164 3.591721  0.1015
93 C 1.260628 -3.883757 4.224506  0.0244
94 C 0.339304 -4.950799 4.353471  -0.0018
95 C -0.877792 -4.645441 3.822785  0.0433
96 S -0.925163 -3.067556 3.190635  -0.0062
97 H 3.089205 -3.547526 2.292399  -0.0013
98 H 5.608571 -2.936869 1.849561  0.0000
99 H 6.130498 -0.448449 2.518106  0.0005
100 H 0.315015 1.262499 4.166841  -0.0297
101 H 0.572299 1.939132 6.641314  0.0016
102 H 1.708983 -0.005524 8.081448  0.0012
103 H 2.292237 -3.946845 4.548531  -0.0025
104 H 0.576080 -5.906245 4.801580  0.0003
105 H -1.754689 -5.275572 3.764393  0.0011
106 Cl 1.100396 2.164352 -0.593000  0.0002
107 Ge 0.853464 2.642878 1.617875  -0.0019
108 Cl -0.529937 4.231354 1.776559  0.0000
109 Cl 2.720805 3.341399 2.296088  0.0001

Forces on the atoms, in the same order (eV/Å):
Mo -1.0 1.1 -1.9
S 0.1 0.1 0.4
P 0.1 -0.1 -0.2
C 0.4 -0.6 0.2
P 0.1 -0.2 0.6
S 0.5 0.0 -0.3
C -0.2 0.0 0.0
C -0.1 -0.1 0.0
C 0.0 0.0 0.0
C 0.0 0.0 0.0
C 0.0 0.1 0.0
C 0.0 0.0 0.0
C 0.0 0.2 -0.2
C -0.1 0.0 0.0
C 0.0 0.0 -0.1
C 0.0 0.0 0.0
C 0.0 0.0 0.0
C 0.0 0.1 0.0
C 0.1 0.1 0.0
C 0.0 0.1 0.0
C 0.0 0.0 0.0
C 0.0 0.0 0.0
C 0.0 0.0 0.0
C 0.0 0.0 0.0
C -0.1 0.0 0.1
C -0.1 -0.1 0.0
C 0.0 0.0 0.0
C 0.0 0.0 0.0
C 0.0 0.0 0.0
C 0.0 0.0 -0.1
H 0.2 0.0 0.0
H 0.0 0.0 0.0
H 0.0 0.0 0.0
H 0.0 0.0 0.0
H 0.0 0.0 0.0
H 0.0 0.0 0.1
H 0.0 0.0 0.0
H 0.0 0.0 0.0
H 0.0 0.0 0.0
H 0.0 0.0 0.0
H 0.0 0.0 0.0
H 0.0 0.0 0.1
H 0.0 0.0 0.0
H 0.0 0.0 0.0
H 0.1 0.0 0.0
H 0.0 0.0 0.0
H 0.0 0.0 0.0
H 0.1 0.0 0.0
H 0.0 0.0 0.0
H 0.0 -0.1 0.0
C -0.1 0.0 0.0
C 0.1 0.1 0.0
S -0.1 0.4 0.2
O -0.2 -0.2 -0.2
O 0.1 0.0 0.1
C 0.1 -0.1 0.1
C -0.3 0.0 -0.1
N 0.4 0.0 -0.1
C 0.0 0.1 0.1
N -0.2 -0.2 0.0
C -0.2 0.3 0.1
C 0.2 -0.1 -0.3
N 0.0 -0.1 -0.1
O 0.1 0.1 0.0
O -0.1 0.1 0.1
C 0.0 -0.1 -0.1
H 0.0 0.0 0.0
H 0.0 0.0 0.0
H 0.0 0.0 0.0
H 0.0 0.1 -0.1
H 0.0 -0.1 -0.1
H 0.0 0.0 0.1
H 0.1 -0.2 0.0
H 0.1 0.0 0.0
H 0.0 -0.1 0.1
H 0.0 0.0 0.0
H -0.1 0.0 0.0
H 0.0 0.0 0.1
H 0.0 0.0 0.0
O 0.4 -0.8 1.6
C -0.1 -0.1 -0.6
C 0.1 0.0 0.1
C 0.2 -0.1 0.0
C -0.1 -0.1 0.0
C 0.1 0.0 0.0
S 0.0 0.1 0.1
C -0.2 0.1 0.0
C 0.1 -0.2 0.0
C 0.1 -0.1 0.4
C -0.2 0.4 0.0
S 0.0 -0.1 -0.4
C 0.2 -0.1 0.2
C 0.0 0.0 -0.1
C 0.1 0.0 0.0
C -0.1 -0.1 0.0
S -0.2 0.1 0.0
H 0.0 0.1 0.0
H -0.1 0.0 0.0
H -0.1 -0.1 0.0
H 0.0 -0.1 -0.1
H 0.1 -0.1 0.0
H 0.0 0.1 -0.1
H -0.1 0.0 0.0
H 0.0 0.1 0.0
H 0.1 0.1 0.0
Cl 0.0 0.1 0.3
Ge -0.2 -0.1 -0.5
Cl 0.0 0.0 0.1
Cl 0.0 0.0 0.2

Values from the calculation:
Max |F|: 0.0471 Eh/bohr
Molar mass: 1246.12 g mol⁻¹
2S+1: 2
HOMO energy (alpha / beta): -15.798 / -15.797 eV
Charge: +3
ΔE to the lowest compared entry with this formula, charge and spin: 33.13 kcal/mol
LUMO level (alpha / beta): -9.47 / -10.96 eV


# 2
Molecular formula: C46H42ClHfN5O2SSi
Method: DFT, wB97M-V/def2-TZVPD

Last column: Mulliken charge in e.
Atoms and positions in Å:
1 Hf 0.752356 0.503436 0.698926  -1.4055
2 Cl 0.161120 6.380748 5.434944  -0.2399
3 C 0.340243 5.198403 4.171328  0.0279
4 C -0.039168 5.526666 2.864829  -0.7456
5 C 0.070041 4.589086 1.865920  -0.8811
6 C 0.568780 3.296512 2.127586  -0.0235
7 O 0.679516 2.442867 1.162229  1.4615
8 C 0.995053 2.993262 3.447611  1.0392
9 C 1.599516 1.736299 3.762969  -0.3421
10 N 1.708755 0.753834 2.935824  0.0835
11 C 2.204804 -0.476804 3.369052  -0.0715
12 C 2.183615 -0.938590 4.671030  -0.6757
13 C 2.690153 -2.202891 4.998003  -1.1576
14 C 3.209778 -3.023168 4.033557  -0.9368
15 C 3.205205 -2.611330 2.685459  1.2393
16 C 3.666681 -3.429491 1.632986  -0.8709
17 C 3.598563 -2.968469 0.347951  -0.9963
18 C 3.084815 -1.690427 0.109179  0.0683
19 N 2.650334 -0.885351 1.060744  0.1731
20 C 2.691206 -1.336688 2.345215  0.1176
21 C 0.859547 3.963715 4.457174  -1.2362
22 H -0.405573 6.521409 2.648312  0.4642
23 H -0.203271 4.823435 0.844321  0.5236
24 H 1.999429 1.646742 4.774835  0.4195
25 H 1.742733 -0.333233 5.451251  0.5320
26 H 2.661122 -2.534574 6.027498  0.3941
27 H 3.602854 -4.000349 4.283491  0.4317
28 H 4.066572 -4.408990 1.864045  0.4412
29 H 3.913108 -3.571642 -0.492159  0.4500
30 H 3.015604 -1.327205 -0.907982  0.4732
31 H 1.169855 3.730041 5.468914  0.4646
32 C -1.788496 2.377413 -2.970200  -1.0041
33 C -0.371467 2.816952 -2.710129  0.6437
34 C 0.172032 3.844334 -3.457399  -0.6683
35 C 1.503923 4.226346 -3.331009  -0.9998
36 C 2.306555 3.525747 -2.447442  -0.6810
37 C 1.799167 2.507094 -1.654312  1.1521
38 C 2.758547 1.713911 -0.794662  -0.6775
39 C 0.412347 2.127093 -1.719062  0.5279
40 N -0.125176 1.163755 -0.952024  0.0140
41 H -1.910910 2.086081 -4.015606  0.4881
42 H -2.503291 3.180745 -2.764096  0.3702
43 H -2.008777 1.511890 -2.349196  -0.5752
44 H -0.463617 4.357916 -4.173967  0.4405
45 H 1.908336 5.021583 -3.944132  0.3603
46 H 3.361668 3.776160 -2.374855  0.4164
47 H 3.738189 1.692351 -1.269822  0.6082
48 H 2.386550 0.679741 -0.714475  -0.2391
49 H 2.886628 2.122821 0.214876  0.0820
50 O 0.141936 -1.312098 0.193608  1.0267
51 Si -0.383599 -2.208858 -1.026167  -0.1473
52 C -0.745479 -3.936377 -0.371399  0.1173
53 C -1.495651 -4.864142 -1.095305  -0.3853
54 C -1.707045 -6.146314 -0.609595  -0.7361
55 C -1.171242 -6.520508 0.615554  -0.5741
56 C -0.432172 -5.608216 1.355452  -0.7136
57 C -0.222930 -4.328471 0.861301  -0.1782
58 C 0.902913 -2.358816 -2.409592  0.5681
59 C 1.291621 -3.593665 -2.931377  -0.8195
60 C 2.194891 -3.677098 -3.983527  -0.7348
61 C 2.728842 -2.520972 -4.535564  -0.7593
62 C 2.351700 -1.281265 -4.033891  -0.7508
63 C 1.448198 -1.204135 -2.984009  -0.4557
64 C -1.970324 -1.620799 -1.885416  0.8438
65 C -1.995387 -1.282710 -3.239932  -0.3971
66 C -3.173705 -0.907325 -3.868282  -0.6681
67 C -4.359836 -0.855115 -3.150465  -0.5823
68 C -4.362491 -1.202933 -1.806951  -0.6187
69 C -3.182165 -1.591100 -1.189147  -0.3528
70 H -1.921673 -4.572923 -2.050688  0.4555
71 H -2.295549 -6.855770 -1.178544  0.4051
72 H -1.334797 -7.520878 0.997172  0.3720
73 H -0.028631 -5.893375 2.319951  0.4204
74 H 0.346687 -3.606003 1.438025  0.1879
75 H 0.881377 -4.502635 -2.505500  0.4234
76 H 2.477557 -4.644276 -4.381766  0.3822
77 H 3.431047 -2.582570 -5.357629  0.3746
78 H 2.750095 -0.374397 -4.473255  0.5206
79 H 1.134166 -0.231946 -2.609430  1.1495
80 H -1.076620 -1.315306 -3.811836  0.3516
81 H -3.169351 -0.652711 -4.921149  0.4531
82 H -5.279684 -0.554795 -3.636908  0.3809
83 H -5.291180 -1.188238 -1.247808  0.4543
84 H -3.201599 -1.898331 -0.146523  0.3820
85 S -1.191128 0.079896 2.613848  -0.6324
86 C -2.253616 1.261721 1.973574  0.4960
87 N -2.556075 2.333687 2.718153  -0.0561
88 C -3.260897 3.516985 2.225060  -0.7666
89 C -3.325952 3.464517 0.709124  -0.2408
90 C -3.813852 2.081927 0.310885  -0.8673
91 N -2.855384 1.106638 0.804657  0.3036
92 H -2.074998 2.394351 3.598797  0.3161
93 H -2.719781 4.404043 2.555962  0.3515
94 H -4.267409 3.550223 2.651519  0.4264
95 H -2.324394 3.599376 0.292896  -0.0008
96 H -3.982787 4.246574 0.331351  0.4682
97 H -3.892027 1.979633 -0.766547  0.3138
98 H -4.794544 1.876175 0.752689  0.3906
99 H -2.472626 0.420143 0.171092  -0.3778

Forces on the atoms, in the same order (eV/Å):
Hf -1.5 -0.9 -0.4
Cl 0.0 0.0 0.0
C 0.0 0.0 0.1
C 0.0 -0.1 0.0
C 0.0 0.2 0.0
C 0.3 0.0 0.1
O -0.2 2.1 1.0
C -0.2 0.3 -0.2
C 0.2 -0.2 -0.2
N 0.2 0.4 0.2
C 0.2 -0.4 0.5
C -0.1 0.3 -0.4
C 0.2 -0.3 0.0
C -0.1 0.1 0.2
C -0.1 0.2 -0.2
C 0.0 0.1 -0.2
C 0.2 -0.3 0.1
C 0.0 0.4 0.1
N 0.4 -0.6 -0.1
C 0.3 -0.1 0.3
C 0.0 -0.1 0.0
H 0.0 0.0 0.0
H 0.0 0.0 0.0
H 0.0 -0.1 0.0
H 0.0 0.0 0.0
H 0.0 0.0 0.0
H 0.0 0.0 0.0
H 0.0 0.0 0.0
H 0.0 0.0 0.0
H 0.0 0.0 0.0
H 0.0 0.0 0.0
C 0.1 0.1 0.1
C 0.2 0.0 0.1
C 0.0 0.0 0.1
C 0.0 0.1 -0.1
C 0.0 0.1 -0.1
C -0.2 -0.2 -0.1
C -0.5 0.7 -0.2
C -0.3 0.7 -0.6
N 1.4 -0.6 0.3
H -0.1 0.0 0.0
H -0.1 -0.1 0.0
H -0.1 0.0 0.0
H 0.0 0.0 0.0
H 0.0 0.0 0.0
H 0.0 0.0 0.0
H 0.1 -0.3 0.1
H 0.5 -0.1 -0.5
H 0.0 -0.1 0.0
O -0.2 -1.1 0.1
Si -0.3 -0.3 -0.7
C 0.1 0.2 0.0
C 0.0 0.0 0.0
C 0.0 0.0 0.0
C 0.0 0.0 0.0
C 0.0 0.0 0.0
C 0.0 0.0 0.0
C -0.1 0.0 0.2
C 0.0 0.0 0.1
C 0.1 0.0 -0.1
C 0.0 0.0 0.0
C 0.0 0.0 0.0
C -0.1 0.1 0.0
C 0.2 -0.1 0.1
C 0.1 0.0 0.1
C -0.1 0.0 0.0
C 0.0 0.0 0.0
C -0.1 0.0 0.1
C 0.1 0.0 0.1
H 0.0 0.0 0.0
H 0.0 0.0 0.0
H 0.0 0.0 0.0
H 0.0 0.0 0.0
H 0.0 0.0 0.0
H 0.0 0.0 0.0
H 0.0 0.0 0.0
H 0.0 0.0 0.0
H 0.0 0.0 0.0
H 0.0 0.0 0.0
H 0.0 0.0 0.0
H 0.0 0.0 0.0
H 0.0 0.0 0.0
H 0.0 0.0 0.0
H 0.0 0.0 0.0
S 0.0 0.1 -0.1
C -0.4 0.1 0.2
N 0.0 0.1 -0.2
C -0.1 0.1 -0.1
C 0.0 -0.1 0.1
C 0.1 0.1 -0.1
N -0.1 0.1 0.2
H 0.1 -0.1 0.0
H 0.0 -0.1 0.0
H 0.0 0.0 0.0
H 0.0 0.1 -0.1
H 0.0 0.0 0.0
H 0.1 -0.1 -0.1
H 0.0 0.0 -0.1
H 0.1 -0.1 -0.1

Values from the calculation:
Max |F|: 0.0453 Eh/bohr
Molar mass: 970.97 g mol⁻¹
2S+1: 1
HOMO energy: -5.756 eV
Charge: 0
ΔE to the lowest compared entry with this formula, charge and spin: 37.25 kcal/mol
LUMO level: -1.06 eV